No. 1
Entry from the Open Molecules 2025 dataset: a cluster of 2 separate species, C3H8NOP in total (wB97M-V/def2-TZVPD).

```
! wB97M-V def2-TZVPD RIJCOSX def2/J DEFGRID3
* xyz 0 1
C 1.66 0.00 0.10
C -0.82 1.57 -0.46
C -0.53 0.43 0.37
N 1.76 -1.27 -0.18
O 2.45 0.88 0.26
P -1.23 -1.16 -0.12
H -0.90 1.18 -1.49
H -1.69 2.04 0.02
H 0.00 2.26 -0.48
H -0.48 0.62 1.50
H 0.82 -1.66 -0.48
H 2.56 -1.81 -0.11
H -2.56 -1.16 0.05
H -1.05 -1.94 1.03
*
```

Orbital gap ... 8.930 eV
E_HOMO ... -0.3005 Ha
F_max ... 4.8 eV/Å
LUMO energy ... 0.8 eV
ΔE to the lowest compared entry with this formula, charge and spin ... 2.6597 eV

=====

No. 2
Entry from the Open Molecules 2025 dataset: a structure of composition C3H8NOS (wB97M-V/def2-TZVPD).

```
! wB97M-V def2-TZVPD RIJCOSX def2/J DEFGRID3
* xyz 1 1
C 0.43 -1.44 0.19
C 0.19 -0.11 -0.43
C -0.88 0.85 0.10
N -2.18 0.64 -0.36
O 1.48 0.13 0.30
S 2.98 0.39 -0.27
H 0.09 -1.59 1.11
H 0.89 -2.16 -0.36
H 0.35 -0.10 -1.41
H -0.81 0.71 1.16
H -0.47 1.85 -0.38
H -2.91 1.33 -0.27
H -2.53 -0.27 -0.27
H 3.36 -0.23 0.87
*
```

Orbital gap ... 6.869 eV
E_HOMO ... -0.4889 Ha
F_max ... 5.0 eV/Å
LUMO energy ... -6.4 eV
ΔE to the lowest compared entry with this formula, charge and spin ... 4.8066 eV

=====

No. 3
Entry from the Open Molecules 2025 dataset: a structure of composition C3H8NOS (wB97M-V/def2-TZVPD).

```
! wB97M-V def2-TZVPD RIJCOSX def2/J DEFGRID3
* xyz 1 1
C 1.08 -0.98 -0.61
C 0.38 0.00 0.22
C -1.47 0.74 -0.23
N -1.20 1.81 -1.13
O 0.27 -1.38 0.52
S 1.30 -2.10 1.94
H 0.73 -1.51 -1.46
H 2.23 -0.94 -0.44
H 1.10 0.54 0.84
H -1.65 -0.19 -0.69
H -1.97 1.14 0.65
H -0.84 2.54 -0.59
H -0.60 1.58 -1.88
H 0.64 -1.24 2.85
*
```

Orbital gap ... 7.389 eV
E_HOMO ... -0.4913 Ha
F_max ... 4.6 eV/Å
LUMO energy ... -6.0 eV
ΔE to the lowest compared entry with this formula, charge and spin ... 5.4399 eV

=====

No. 4
Entry from the Open Molecules 2025 dataset: a cluster of 2 separate species, C3H8NP in total (wB97M-V/def2-TZVPD).

```
! wB97M-V def2-TZVPD RIJCOSX def2/J DEFGRID3
* xyz 0 1
C 1.64 -1.21 -0.61
C -1.18 0.22 -1.46
C 2.60 0.49 1.13
N 1.94 -0.30 0.13
P -2.03 0.53 0.13
H -0.63 -0.66 -1.68
H -2.07 0.25 -2.17
H -0.50 1.09 -1.77
H 1.92 1.31 1.31
H 3.54 0.73 0.69
H 2.72 -0.06 1.96
H -2.24 -0.89 0.39
H -1.01 0.60 1.04
*
```

Orbital gap ... 10.056 eV
E_HOMO ... -0.3416 Ha
F_max ... 4.9 eV/Å
LUMO energy ... 0.8 eV
ΔE to the lowest compared entry with this formula, charge and spin ... 1.7402 eV

=====

No. 5
Entry from the Open Molecules 2025 dataset: a cluster of 2 separate species, C3H8NS in total (wB97M-V/def2-TZVPD).

```
! wB97M-V def2-TZVPD RIJCOSX def2/J DEFGRID3
* xyz -1 1
C 2.26 1.87 1.83
S 1.14 0.40 2.09
H 2.82 1.72 0.91
H 2.89 1.99 2.71
H 1.80 2.86 1.63
C -2.13 -0.84 -1.72
C -0.37 -1.60 -0.46
N -1.29 -1.95 -1.27
H -2.92 -1.29 -2.32
H -2.54 -0.22 -0.92
H -1.66 -0.12 -2.41
H 0.51 -2.14 -0.13
H -0.52 -0.65 0.07
*
```

Orbital gap ... 6.181 eV
E_HOMO ... -0.0850 Ha
F_max ... 1.8 eV/Å
LUMO energy ... 3.9 eV
ΔE to the lowest compared entry with this formula, charge and spin ... 1.6887 eV

=====

No. 6
Entry from the Open Molecules 2025 dataset: the ion C3H8NS with charge -1 (wB97M-V/def2-TZVPD).

```
! wB97M-V def2-TZVPD RIJCOSX def2/J DEFGRID3
* xyz -1 1
C -0.21 0.75 1.23
C -0.53 -0.11 0.03
N -0.67 0.80 -1.16
C 0.62 -1.12 -0.30
S 2.22 -0.42 -0.73
H 0.23 1.69 0.90
H -1.07 0.94 1.88
H 0.46 0.16 1.86
H -1.51 -0.60 -0.02
H -0.60 0.20 -1.99
H 0.21 1.30 -1.23
H 0.17 -1.78 -1.05
H 0.68 -1.81 0.58
*
```

Orbital gap ... 6.648 eV
E_HOMO ... -0.0879 Ha
SMILES ... C[C@@H](N)C[S-]
F_max ... 2.7 eV/Å
LUMO energy ... 4.3 eV
ΔE to the lowest compared entry with this formula, charge and spin ... 0.3500 eV

=====

No. 7
Entry from the Open Molecules 2025 dataset: a cluster of 2 separate species, C3H8NS in total (wB97M-V/def2-TZVPD).

```
! wB97M-V def2-TZVPD RIJCOSX def2/J DEFGRID3
* xyz -1 1
C -2.48 1.62 0.00
S -2.08 0.35 -1.25
H -2.23 2.62 -0.37
H -1.92 1.46 0.92
H -3.56 1.50 0.18
C 2.28 -1.63 0.72
C 1.68 -1.08 -0.37
N 0.85 0.01 -0.35
H 1.96 -1.48 1.74
H 2.93 -2.45 0.46
H 1.82 -1.50 -1.35
H 0.87 0.52 0.53
H -0.11 0.07 -0.87
*
```

Orbital gap ... 6.876 eV
E_HOMO ... -0.0986 Ha
F_max ... 1.9 eV/Å
LUMO energy ... 4.2 eV
ΔE to the lowest compared entry with this formula, charge and spin ... 0.9908 eV

=====

No. 8
Entry from the Open Molecules 2025 dataset: a cluster of 2 separate species, C3H8O in total (wB97M-V/def2-TZVPD).

```
! wB97M-V def2-TZVPD RIJCOSX def2/J DEFGRID3
* xyz 0 1
C 0.24 -0.23 1.25
C -0.34 -0.85 0.23
C 0.29 -1.06 -1.12
H 1.25 0.18 1.16
H -0.25 -0.10 2.21
H -1.34 -1.25 0.36
H 1.21 -0.48 -1.23
H -0.40 -0.77 -1.93
H 0.53 -2.11 -1.27
O -0.67 2.51 0.11
H -0.79 1.57 0.26
H 0.28 2.59 -0.03
*
```

Orbital gap ... 11.109 eV
E_HOMO ... -0.3703 Ha
SMILES ... C=CC.O
F_max ... 0.2 eV/Å
LUMO energy ... 1.0 eV
ΔE to the lowest compared entry with this formula, charge and spin ... 0.6480 eV

=====

No. 9
Entry from the Open Molecules 2025 dataset: a structure of composition C3H8O (wB97M-V/def2-TZVPD).

```
! wB97M-V def2-TZVPD RIJCOSX def2/J DEFGRID3
* xyz 0 1
C -0.12 -0.80 0.62
C 0.49 1.52 0.03
C 0.54 0.11 -0.13
O 1.25 -0.36 -1.21
H 0.05 -1.78 0.37
H -0.63 -0.50 1.60
H -2.54 -0.95 -0.37
H 0.66 2.15 -0.80
H 1.33 1.67 0.75
H -0.47 1.66 0.50
H -1.90 -1.41 -0.31
H 1.34 -1.31 -1.04
*
```

Orbital gap ... 9.424 eV
E_HOMO ... -0.3109 Ha
F_max ... 4.1 eV/Å
LUMO energy ... 1.0 eV
ΔE to the lowest compared entry with this formula, charge and spin ... 2.3087 eV

=====

No. 10
Entry from the Open Molecules 2025 dataset: an isolated molecule of C3H8O (wB97M-V/def2-TZVPD).

```
! wB97M-V def2-TZVPD RIJCOSX def2/J DEFGRID3
* xyz 0 1
C 0.30 1.33 -0.22
C -0.22 -0.09 -0.40
C -0.29 -0.84 0.93
O 0.67 -0.74 -1.30
H 0.03 1.96 -1.07
H -0.11 1.79 0.69
H 1.39 1.31 -0.15
H -1.23 -0.05 -0.83
H -1.01 -0.37 1.61
H -0.61 -1.88 0.77
H 0.69 -0.85 1.41
H 0.35 -1.65 -1.41
*
```

Orbital gap ... 11.278 eV
E_HOMO ... -0.3771 Ha
SMILES ... CC(C)O
F_max ... 0.4 eV/Å
LUMO energy ... 1.0 eV
ΔE to the lowest compared entry with this formula, charge and spin ... 0.0289 eV

=====

No. 11
Entry from the Open Molecules 2025 dataset: an isolated molecule of C3H8O (wB97M-V/def2-TZVPD).

```
! wB97M-V def2-TZVPD RIJCOSX def2/J DEFGRID3
* xyz 0 1
C -1.54 0.13 -0.04
C -0.15 -0.47 -0.27
C 0.97 0.42 0.28
O 2.18 -0.28 0.51
H -1.62 0.54 0.97
H -2.32 -0.63 -0.15
H -1.75 0.94 -0.75
H -0.06 -1.44 0.24
H 0.02 -0.66 -1.34
H 0.67 0.81 1.26
H 1.12 1.29 -0.38
H 2.47 -0.65 -0.33
*
```

Orbital gap ... 11.362 eV
E_HOMO ... -0.3772 Ha
SMILES ... CCCO
F_max ... 0.4 eV/Å
LUMO energy ... 1.1 eV
ΔE to the lowest compared entry with this formula, charge and spin ... 0.2167 eV

=====

No. 12
Entry from the Open Molecules 2025 dataset: a cluster of 2 separate species, C3H8O in total (wB97M-V/def2-TZVPD).

```
! wB97M-V def2-TZVPD RIJCOSX def2/J DEFGRID3
* xyz 0 1
C -1.49 1.48 -1.89
C -0.40 0.82 -1.53
O 0.01 0.75 -0.23
H -1.78 1.57 -2.93
H -2.10 1.98 -1.16
H 0.22 0.27 -2.24
H 0.98 0.80 -0.22
C 0.92 -1.53 2.04
H 0.59 -2.40 2.61
H 1.36 -1.76 1.07
H 1.67 -1.00 2.62
H 0.00 -0.98 1.86
*
```

Orbital gap ... 10.167 eV
E_HOMO ... -0.3415 Ha
SMILES ... C=CO.C
F_max ... 0.6 eV/Å
LUMO energy ... 0.9 eV
ΔE to the lowest compared entry with this formula, charge and spin ... 1.0625 eV

=====

Calculated total energy
In order: -590.3556 -646.8478 -646.8245 -515.1164 -572.0162 -572.0654 -572.0418 -194.3121 -194.2511 -194.3349 -194.3280 -194.2969
Unit: hartree